# 1
DFT (ωB97M-V/def2-TZVPD) results for a 21-piece molecular cluster, C64H178N8O37 overall.

Last column: Mulliken charge in e.
Atoms and positions in Å:
C 10.02 -23.58 11.22  -2.001
C 9.01 -23.27 12.34  3.001
C 7.64 -23.95 12.17  -2.076
O 6.80 -23.78 13.30  0.895
C 5.78 -24.80 13.17  -1.543
N 9.64 -23.66 13.61  2.634
H 9.71 -23.10 10.28  0.466
H 10.03 -24.65 11.01  0.377
H 11.04 -23.29 11.47  0.377
H 8.84 -22.20 12.43  -1.300
H 7.86 -25.01 12.04  0.673
H 7.20 -23.46 11.30  0.423
H 5.28 -24.79 12.20  0.501
H 5.05 -24.53 13.94  -0.126
H 6.09 -25.84 13.26  0.388
H 10.39 -23.00 13.72  0.240
H 9.09 -23.53 14.45  -2.245
C 12.59 -20.97 17.33  -1.463
C 12.66 -22.02 18.40  1.165
C 12.18 -23.39 17.91  0.969
O 13.07 -24.03 17.02  -0.557
C 12.50 -25.03 16.29  0.059
N 14.01 -22.10 18.93  -0.681
H 11.55 -20.80 17.04  -0.077
H 13.18 -21.22 16.45  0.225
H 12.92 -20.06 17.83  0.444
H 11.93 -21.78 19.17  -0.285
H 11.21 -23.24 17.43  -0.859
H 11.91 -24.10 18.68  0.184
H 13.20 -25.30 15.50  0.406
H 11.53 -24.77 15.86  -0.277
H 12.26 -25.97 16.78  -0.078
H 14.50 -22.46 18.13  0.442
H 14.02 -22.98 19.42  0.248
C 12.22 -19.25 21.70  -0.231
C 13.27 -19.90 22.60  0.320
C 13.54 -21.43 22.47  0.485
O 14.60 -21.75 23.38  -0.427
C 15.06 -23.11 23.50  -0.741
N 14.49 -19.10 22.40  -0.812
H 12.70 -19.16 20.73  -0.491
H 11.87 -18.28 22.04  0.545
H 11.34 -19.86 21.50  -0.293
H 12.99 -19.74 23.64  0.363
H 13.97 -21.66 21.49  0.048
H 12.64 -22.02 22.64  -0.292
H 15.89 -23.33 24.17  0.289
H 15.16 -23.51 22.49  0.300
H 14.26 -23.79 23.79  0.232
H 15.15 -19.72 22.84  0.411
H 14.77 -19.24 21.44  0.256
C 3.37 -23.75 16.93  -0.616
C 2.40 -22.67 17.39  2.259
C 1.11 -22.39 16.53  -1.009
O 0.44 -21.25 17.07  -0.273
C -0.90 -20.91 16.64  -0.906
N 1.88 -23.00 18.74  -0.540
H 3.31 -23.81 15.85  0.392
H 3.04 -24.77 17.14  0.203
H 4.35 -23.48 17.33  -0.827
H 2.99 -21.75 17.36  -1.340
H 0.37 -23.20 16.50  0.648
H 1.51 -22.23 15.53  0.284
H -1.60 -21.72 16.86  0.322
H -0.66 -20.69 15.60  0.326
H -1.17 -19.97 17.12  0.252
H 1.15 -23.71 18.71  0.317
H 1.33 -22.18 18.93  0.339
C 8.19 -23.55 18.44  -0.708
C 7.73 -23.13 17.02  2.413
C 8.36 -21.79 16.59  1.056
O 7.55 -20.63 16.97  0.277
C 8.08 -19.39 16.68  -0.786
N 7.97 -24.23 16.04  1.164
H 9.04 -24.23 18.54  -0.385
H 7.39 -24.03 19.02  -0.282
H 8.60 -22.70 18.98  0.301
H 6.65 -22.97 17.00  -0.577
H 8.25 -21.87 15.51  -0.528
H 9.42 -21.65 16.83  -0.609
H 9.00 -19.23 17.25  0.274
H 7.46 -18.55 16.99  0.217
H 8.27 -19.34 15.60  -0.558
H 7.45 -24.99 16.44  -1.165
H 7.64 -23.97 15.12  -0.713
C 8.13 -17.04 20.01  0.476
C 9.63 -17.16 19.86  0.409
O 10.00 -17.19 18.48  0.557
O 7.75 -15.77 19.45  -0.588
H 7.85 -17.22 21.05  0.481
H 7.55 -17.86 19.57  -0.935
H 10.06 -18.03 20.36  -0.469
H 10.15 -16.32 20.31  0.355
H 9.44 -16.60 17.97  -0.340
H 6.84 -15.84 19.13  0.349
C 10.10 -19.50 12.40  -0.356
C 10.65 -20.23 13.64  0.845
O 11.47 -21.29 13.53  -0.657
O 11.09 -18.78 11.66  -0.621
H 9.28 -18.83 12.65  -0.035
H 9.63 -20.29 11.82  0.278
H 9.80 -20.57 14.23  -0.719
H 11.18 -19.47 14.20  0.620
H 12.39 -21.01 13.53  0.359
H 11.78 -19.37 11.33  0.350
C 11.19 -27.12 12.83  -0.562
C 10.19 -27.47 13.91  -0.200
O 8.97 -26.75 13.72  -0.429
O 11.68 -25.75 13.00  -0.568
H 10.80 -27.10 11.81  0.194
H 12.07 -27.75 12.93  0.399
H 10.56 -27.30 14.92  0.053
H 9.97 -28.52 13.75  0.382
H 9.10 -25.80 13.74  -0.128
H 10.95 -25.14 13.16  0.078
C 13.88 -17.28 18.53  -0.084
C 12.98 -16.52 17.62  -0.111
O 13.47 -15.47 16.84  -0.654
O 14.84 -18.02 17.84  -0.541
H 13.24 -17.88 19.18  -0.196
H 14.41 -16.59 19.19  0.573
H 12.34 -16.01 18.34  -0.026
H 12.39 -17.17 16.98  0.347
H 13.17 -15.62 15.94  0.405
H 15.36 -17.55 17.18  0.298
C 7.13 -24.88 23.88  -0.541
C 7.64 -26.08 24.78  -0.574
O 9.01 -26.15 24.71  -0.524
O 7.70 -24.82 22.60  0.214
H 7.43 -23.98 24.42  0.308
H 6.05 -24.85 23.88  0.453
H 7.20 -26.99 24.38  0.276
H 7.41 -25.93 25.84  0.394
H 9.39 -25.32 24.99  0.265
H 8.63 -24.99 22.75  -0.123
C 4.68 -19.54 18.73  -0.946
C 3.18 -19.38 19.05  -0.525
O 3.00 -18.21 19.71  -0.622
O 5.09 -20.82 18.47  2.534
H 5.26 -19.19 19.59  0.857
H 4.97 -18.96 17.85  0.112
H 2.85 -20.11 19.80  0.329
H 2.54 -19.55 18.19  -0.080
H 2.12 -18.23 20.09  0.348
H 5.83 -20.76 17.87  -0.620
C 6.86 -14.99 13.80  -1.090
C 6.70 -16.53 13.90  0.588
O 5.65 -16.84 14.79  -0.313
O 8.16 -14.70 13.29  -0.525
H 6.84 -14.43 14.73  0.250
H 6.12 -14.63 13.09  0.510
H 7.55 -17.03 14.36  0.003
H 6.50 -16.90 12.89  0.352
H 5.40 -17.74 14.56  0.528
H 8.12 -14.99 12.37  0.340
C 7.06 -27.29 16.53  -0.854
C 8.03 -27.70 17.70  0.407
O 9.11 -26.68 17.69  0.418
O 6.24 -26.17 17.01  -0.565
H 6.34 -28.08 16.35  0.510
H 7.55 -27.03 15.60  -0.270
H 8.46 -28.70 17.65  0.325
H 7.55 -27.73 18.68  -0.036
H 8.76 -25.87 17.31  -0.177
H 5.72 -26.43 17.77  0.254
C 7.13 -21.21 21.24  1.525
C 8.17 -20.96 22.36  -0.402
O 9.06 -19.88 22.17  -0.455
O 5.84 -20.64 21.60  -0.790
H 6.87 -22.25 21.05  -0.426
H 7.57 -20.87 20.30  -0.320
H 8.83 -21.83 22.43  -0.063
H 7.68 -20.79 23.33  0.460
H 9.67 -19.83 22.91  0.274
H 5.23 -20.79 20.87  0.135
C 12.45 -28.53 19.32  1.612
C 12.81 -29.59 18.31  -0.888
O 13.36 -29.15 17.02  -0.535
O 13.66 -28.03 19.86  -0.658
H 11.97 -29.11 20.11  -0.175
H 11.85 -27.69 18.99  -0.675
H 11.85 -30.07 18.13  0.234
H 13.45 -30.31 18.83  0.397
H 14.29 -28.95 17.18  0.320
H 13.55 -28.14 20.81  0.400
C 4.11 -15.70 17.88  0.953
C 4.49 -14.34 17.37  -0.355
O 3.80 -13.33 18.00  -0.620
O 4.89 -16.13 19.00  -0.824
H 4.16 -16.51 17.15  -0.678
H 3.07 -15.63 18.18  0.387
H 4.21 -14.26 16.32  0.265
H 5.56 -14.12 17.45  0.025
H 4.19 -13.37 18.87  0.370
H 4.36 -16.78 19.47  0.164
C 9.95 -14.45 16.52  0.145
C 9.48 -13.38 17.48  -0.606
O 9.61 -13.77 18.82  -0.535
O 9.04 -15.50 16.28  0.051
H 10.93 -14.81 16.84  -0.225
H 10.11 -14.00 15.54  0.585
H 8.47 -13.08 17.21  0.213
H 10.15 -12.52 17.51  0.375
H 8.93 -14.43 19.03  0.325
H 8.59 -15.30 15.45  -0.294
C 5.18 -26.20 20.31  0.571
C 4.74 -24.68 20.31  0.615
O 3.35 -24.65 20.55  -0.702
O 4.72 -26.73 19.08  -0.671
H 4.81 -26.73 21.19  0.462
H 6.27 -26.29 20.33  -0.936
H 4.94 -24.05 19.44  -0.400
H 5.09 -24.13 21.18  0.174
H 2.94 -23.90 20.11  0.467
H 3.79 -26.52 19.02  0.338
C 5.28 -21.08 11.30  -0.615
O 5.46 -19.97 12.08  -0.469
C 6.31 -20.19 13.24  1.234
C 5.31 -20.39 14.45  -0.607
N 4.33 -19.28 14.57  -0.253
C 3.14 -19.72 15.23  0.064
C 2.03 -18.58 15.36  -0.634
O 1.33 -18.25 14.16  -0.373
C -0.06 -17.78 14.23  -0.660
H 4.86 -21.94 11.82  0.104
H 6.29 -21.24 10.93  0.267
H 4.63 -20.70 10.51  0.349
H 6.91 -19.34 13.56  -0.940
H 6.98 -21.03 13.08  -0.203
H 5.89 -20.59 15.35  -0.465
H 4.89 -21.37 14.22  0.446
H 4.18 -19.13 13.58  0.542
H 3.38 -20.08 16.24  -0.523
H 2.80 -20.66 14.79  0.438
H 2.55 -17.68 15.70  0.106
H 1.34 -19.08 16.05  0.439
H -0.44 -17.73 13.21  0.285
H -0.24 -16.84 14.74  0.293
H -0.64 -18.50 14.80  0.180
C -0.36 -32.22 9.72  -0.706
O 0.55 -31.42 10.45  -0.324
C 1.95 -31.63 10.08  -0.575
C 2.84 -31.07 11.19  -0.705
N 2.69 -29.63 11.10  -0.281
C 3.40 -28.97 12.18  -0.462
C 2.79 -27.51 12.37  -0.764
O 3.42 -26.68 13.39  0.002
C 3.17 -27.19 14.69  -0.229
H -1.37 -31.93 10.04  0.237
H -0.10 -33.28 9.75  0.273
H -0.26 -31.90 8.68  0.312
H 2.19 -31.12 9.14  0.317
H 2.01 -32.71 9.99  0.486
H 3.89 -31.29 10.97  0.347
H 2.62 -31.54 12.15  0.378
H 1.71 -29.39 11.16  0.277
H 4.47 -28.91 11.96  0.193
H 3.31 -29.59 13.07  0.406
H 1.75 -27.66 12.67  0.365
H 2.96 -27.00 11.42  0.266
H 3.74 -28.09 14.87  0.302
H 2.10 -27.17 14.94  0.370
H 3.67 -26.48 15.35  -0.446
C 8.31 -30.88 20.08  -0.605
O 9.68 -30.60 20.40  -0.287
C 9.93 -30.37 21.84  -1.036
C 9.25 -29.13 22.54  -0.498
N 9.99 -27.86 22.43  -0.404
C 9.76 -27.08 21.18  0.434
C 10.64 -25.85 21.07  0.023
O 10.31 -24.96 22.11  -0.843
C 10.89 -23.65 21.93  -0.728
H 8.13 -30.70 19.02  0.159
H 7.71 -30.20 20.69  0.255
H 8.12 -31.93 20.27  0.305
H 11.01 -30.43 21.97  0.331
H 9.80 -31.34 22.31  0.553
H 9.19 -29.35 23.60  0.523
H 8.21 -29.02 22.23  0.221
H 9.86 -27.33 23.28  0.363
H 8.73 -26.79 21.01  -0.421
H 9.92 -27.71 20.30  0.411
H 10.37 -25.36 20.14  -0.432
H 11.69 -26.13 21.04  0.393
H 10.36 -23.19 21.10  0.033
H 11.89 -23.85 21.54  0.442
H 10.78 -23.00 22.80  0.635

2S+1 = 1
HOMO energy = -8.69 eV

# 2
DFT (ωB97M-V/def2-TZVPD) results for C64H54BrCaFGeO3P3 as an isolated structure.

Last column: Mulliken charge in e.
Atoms and positions in Å:
Ca -0.16 1.86 -0.05  1.538
F -0.23 -0.92 -0.47  2.574
Ge 0.15 -2.64 -0.49  -0.707
C 0.11 -3.17 -2.35  0.304
C 0.22 -4.55 -2.57  -0.510
C 0.09 -5.10 -3.84  -1.222
C -0.16 -4.27 -4.92  -0.772
C -0.23 -2.90 -4.71  -0.248
C -0.07 -2.33 -3.45  -0.055
P -0.04 -0.49 -3.29  2.454
C -1.60 -0.08 -4.17  0.680
C -1.69 0.60 -5.38  -0.301
C -2.93 0.93 -5.91  -0.699
C -4.09 0.58 -5.25  -0.713
C -4.02 -0.11 -4.05  -0.610
C -2.78 -0.43 -3.51  -1.364
C 1.30 -0.03 -4.45  0.278
C 1.49 1.33 -4.69  -0.787
C 2.54 1.77 -5.49  -0.761
C 3.43 0.86 -6.04  -0.693
C 3.26 -0.49 -5.78  -0.680
C 2.21 -0.94 -4.99  -0.720
C 1.86 -3.00 0.36  -0.013
C 2.19 -4.37 0.40  -0.416
C 3.37 -4.81 0.97  -0.988
C 4.26 -3.89 1.50  -0.897
C 3.95 -2.54 1.47  -0.148
C 2.75 -2.08 0.92  -0.224
P 2.45 -0.26 0.89  2.448
C 2.60 0.21 2.66  0.829
C 2.58 1.59 2.94  -0.588
C 2.60 2.05 4.25  -0.633
C 2.62 1.15 5.30  -0.905
C 2.62 -0.21 5.04  -0.577
C 2.62 -0.68 3.73  -0.935
C 4.03 0.28 0.13  0.554
C 4.26 -0.15 -1.18  -0.914
C 5.39 0.26 -1.87  -0.515
C 6.31 1.11 -1.26  -0.715
C 6.09 1.55 0.04  -0.672
C 4.95 1.13 0.73  -0.434
C -1.25 -3.47 0.59  -0.489
C -1.37 -4.86 0.47  -0.067
C -2.28 -5.59 1.21  -1.023
C -3.11 -4.93 2.11  -0.807
C -3.00 -3.56 2.24  -0.184
C -2.08 -2.81 1.50  0.242
P -2.06 -0.98 1.79  2.316
C -2.20 -0.88 3.61  0.001
C -1.07 -1.26 4.33  -0.603
C -1.04 -1.18 5.71  -0.514
C -2.15 -0.69 6.40  -0.662
C -3.28 -0.30 5.69  -0.703
C -3.31 -0.40 4.30  -0.181
C -3.70 -0.51 1.12  -0.194
C -4.43 -1.35 0.28  -0.436
C -5.57 -0.87 -0.37  -0.694
C -6.00 0.43 -0.16  -0.687
C -5.29 1.26 0.68  -0.836
C -4.14 0.80 1.31  -0.627
H 0.41 -5.23 -1.75  0.141
H 0.17 -6.17 -3.97  0.455
H -0.28 -4.67 -5.91  0.433
H -0.39 -2.24 -5.56  0.535
H -0.79 0.86 -5.93  0.403
H -2.98 1.45 -6.86  0.435
H -5.06 0.84 -5.67  0.415
H -4.92 -0.41 -3.53  0.500
H -2.73 -0.99 -2.58  0.467
H 0.80 2.06 -4.27  0.722
H 2.66 2.83 -5.69  0.463
H 4.24 1.20 -6.66  0.420
H 3.95 -1.21 -6.21  0.444
H 2.09 -2.00 -4.82  0.329
H 1.51 -5.10 -0.02  0.193
H 3.59 -5.87 0.98  0.451
H 5.19 -4.22 1.94  0.443
H 4.65 -1.83 1.88  0.519
H 2.56 2.30 2.13  -0.032
H 2.60 3.12 4.43  0.544
H 2.63 1.51 6.32  0.434
H 2.63 -0.92 5.86  0.504
H 2.62 -1.75 3.55  0.284
H 3.56 -0.83 -1.66  0.349
H 5.56 -0.09 -2.87  0.502
H 7.19 1.43 -1.80  0.398
H 6.80 2.20 0.52  0.445
H 4.80 1.47 1.75  0.438
H -0.75 -5.40 -0.23  0.179
H -2.34 -6.67 1.10  0.445
H -3.83 -5.48 2.70  0.455
H -3.65 -3.04 2.94  0.440
H -0.20 -1.64 3.80  0.312
H -0.16 -1.49 6.26  0.430
H -2.13 -0.61 7.48  0.401
H -4.14 0.08 6.22  0.432
H -4.20 -0.11 3.77  0.399
H -4.11 -2.37 0.11  0.300
H -6.13 -1.54 -1.02  0.467
H -6.90 0.79 -0.66  0.434
H -5.61 2.28 0.84  0.472
H -3.57 1.48 1.93  0.583
Br -2.40 4.13 -1.13  -0.166
C -2.00 5.00 0.52  0.304
C -3.01 5.72 1.08  -0.671
C -2.75 6.50 2.23  -0.655
C -1.47 6.59 2.71  -0.851
C -0.41 5.87 2.10  1.076
C 0.93 6.05 2.53  -0.964
C 1.94 5.38 1.91  -1.017
C 1.63 4.42 0.91  0.224
C 0.36 4.13 0.46  -1.041
C -0.67 4.98 1.01  0.516
H -4.00 5.72 0.64  0.465
H -3.55 7.06 2.69  0.403
H -1.25 7.22 3.56  0.395
H 1.13 6.75 3.33  0.374
H 2.97 5.56 2.20  0.449
H 2.48 3.83 0.56  0.306
O -0.60 2.04 2.44  -0.265
H -0.31 2.92 2.73  0.151
H -0.22 1.41 3.06  0.035
O -1.96 1.04 -1.01  1.072
H -2.70 1.28 -1.58  -0.355
H -1.99 0.07 -0.90  -1.028
O 1.68 2.08 -1.31  -0.227
H 2.11 1.57 -2.01  -0.116
H 1.78 3.01 -1.53  0.109

net charge = +1
2S+1 = 1
HOMO energy = -9.68 eV

Kohn-Sham gap (computed, Eh): 0.3251, 0.2977
E_tot (computed, Ha): -5766.5431, -9149.3835
Max |F| (computed, eV/Å): 3.72, 1.09